Record 1
Density functional theory data (ωB97M-V with the def2-TZVPD basis set) for a 8-piece molecular cluster, C28H58NO15S6 overall.

Last column: Löwdin charge in e.
Atoms and positions in Å:
1 N 8.8800 12.2500 3.7830  0.360
2 H 9.0160 13.2590 3.8740  0.092
3 H 8.7420 11.7970 4.6680  0.126
4 H 9.6900 11.6690 3.5620  0.090
5 H 8.1420 11.9910 3.3010  0.048
6 C 6.5250 8.3880 1.4490  0.030
7 C 5.4780 9.2740 2.3560  -0.285
8 C 4.9870 8.3780 3.5330  -0.181
9 O 5.0370 9.1480 4.5920  0.120
10 C 5.7250 10.2800 4.2650  -0.477
11 O 6.0710 11.1950 5.0430  0.092
12 O 6.0280 10.2820 2.9950  0.110
13 H 7.0730 8.9870 0.8540  0.012
14 H 6.1330 7.5110 0.7420  0.149
15 H 7.2600 8.1480 2.0720  0.003
16 H 4.5120 9.6630 1.7510  0.194
17 H 5.6050 7.6230 3.7140  0.085
18 H 4.0970 7.8170 3.2880  0.147
19 C 4.7990 16.5480 3.1750  -0.171
20 C 5.2450 16.1080 1.7080  -0.158
21 C 6.7070 16.5570 1.5740  -0.221
22 S 7.3500 16.5270 3.2340  0.660
23 O 7.6080 17.8820 3.6240  -0.301
24 O 8.2490 15.4080 3.3960  -0.345
25 C 5.8760 16.1130 4.1540  -0.237
26 H 3.7930 15.9000 3.5000  0.176
27 H 4.5970 17.5640 3.1660  0.080
28 H 4.6660 16.5740 0.8570  0.153
29 H 5.3670 15.2540 1.6610  -0.035
30 H 6.8300 17.5370 1.0780  0.114
31 H 7.2470 15.7630 0.9040  0.139
32 H 5.7870 16.5240 5.1740  0.125
33 H 5.8670 15.1250 4.5130  0.084
34 C 12.9970 8.3850 1.5720  -0.121
35 C 12.8130 9.2950 0.2290  -0.144
36 C 11.4890 10.0980 0.3450  -0.227
37 S 10.4940 9.0150 1.2540  0.643
38 O 9.9600 8.0320 0.3750  -0.266
39 O 9.5320 9.8940 1.9880  -0.355
40 C 11.6410 8.3690 2.3120  -0.237
41 H 13.6980 8.9540 1.9320  0.036
42 H 13.4000 7.4640 1.3550  0.090
43 H 12.6960 8.6150 -0.5750  0.092
44 H 13.6450 9.9390 -0.0030  0.105
45 H 11.0040 10.1390 -0.6320  0.120
46 H 11.5480 11.0510 0.9430  0.114
47 H 11.3580 7.3900 2.4710  0.085
48 H 11.7310 9.0390 3.2260  0.118
49 C 14.6710 11.0390 6.6080  -0.209
50 C 13.3330 10.8390 7.2630  -0.252
51 C 12.4420 12.0710 7.0660  -0.207
52 S 12.8440 12.4960 5.4100  0.669
53 O 13.2890 13.8530 5.3070  -0.324
54 O 11.8470 11.9040 4.4950  -0.342
55 C 14.3780 11.5710 5.2300  -0.227
56 H 14.9500 9.8620 6.2840  0.183
57 H 15.2570 11.5790 7.3100  0.112
58 H 13.4070 10.7480 8.2480  0.060
59 H 12.7250 9.8220 6.9770  0.160
60 H 12.9090 12.7450 7.8210  0.140
61 H 11.4710 11.8670 7.1760  0.060
62 H 15.0630 12.3610 4.8990  0.108
63 H 14.1400 10.6650 4.5450  0.134
64 C 11.7110 16.6650 1.1100  -0.178
65 C 12.8860 15.7020 1.0860  -0.269
66 C 12.4660 14.3560 1.4630  -0.263
67 S 10.9070 14.2070 0.6160  0.663
68 O 9.9400 13.7700 1.6340  -0.363
69 O 11.1280 13.5080 -0.5920  -0.285
70 C 10.5250 15.9380 0.4700  -0.185
71 H 11.8930 17.5810 0.5170  0.132
72 H 11.5840 17.0400 2.0840  0.092
73 H 13.7110 16.1420 1.6080  0.113
74 H 13.3350 15.4940 0.0650  0.146
75 H 12.2470 14.1780 2.6760  0.156
76 H 13.1490 13.5010 1.0760  0.136
77 H 9.7780 16.1290 1.2510  0.086
78 H 10.1870 16.0220 -0.4730  0.069
79 C 12.0040 16.4470 7.4280  -0.163
80 C 11.6420 17.4750 6.2900  -0.143
81 C 10.7810 16.7450 5.2550  -0.183
82 S 9.9090 15.5190 6.1870  0.629
83 O 10.1950 14.2810 5.6940  -0.293
84 O 8.5480 16.0350 6.3030  -0.311
85 C 10.7520 15.6120 7.7350  -0.204
86 H 12.3440 16.9140 8.5070  0.177
87 H 12.6840 15.7210 7.1280  0.056
88 H 12.5410 17.8980 5.9170  0.106
89 H 11.1470 18.1980 6.8010  0.080
90 H 11.2460 16.2470 4.5350  0.041
91 H 9.9250 17.2370 4.7850  0.092
92 H 10.9610 14.5700 7.7330  0.070
93 H 10.1570 15.9170 8.4650  0.061
94 C 11.1820 6.9190 7.4590  -0.169
95 C 9.5410 7.1420 7.8820  -0.145
96 C 9.0070 8.2100 6.9700  -0.310
97 S 9.7100 7.9340 5.4900  0.624
98 O 10.2530 9.2020 5.1090  -0.339
99 O 8.7710 7.1460 4.6560  -0.311
100 C 11.0670 6.9290 5.9600  -0.279
101 H 11.6850 6.2740 8.1830  0.117
102 H 11.7920 7.7550 7.7250  0.064
103 H 9.5860 7.6900 8.8340  0.110
104 H 9.2560 6.0550 7.8120  0.140
105 H 9.3380 9.2760 7.2840  0.148
106 H 7.8950 8.2110 6.8420  0.137
107 H 12.1050 7.2150 5.4960  0.140
108 H 11.1560 5.9450 5.4690  0.114

The LUMO energy is -2.0 eV. The calculation puts the relative energy (zero: lowest compared OMol25 entry of this formula, charge and spin) at 84.9 kJ/mol. The value obtained for the calculated total energy is -4673.493577 Ha. Its total charge is +1. The HOMO-LUMO gap comes out at 10.05 eV.

---

Record 2
Density functional theory data (ωB97M-V with the def2-TZVPD basis set) for an isolated ion of composition C17H21FNO2 and charge +1.

Last column: natural (NBO) charge in e.
Atoms and positions in Å:
1 C -3.6909 -1.3494 1.5364  -0.251
2 O -2.7833 -1.4727 0.2410  -0.517
3 C -2.2736 -0.1975 0.1430  0.251
4 C -2.4999 0.9294 0.9904  -0.296
5 C -1.7394 2.2430 0.4201  -0.162
6 C -0.8881 2.2948 -0.6149  -0.117
7 C 0.0438 3.3901 -0.6630  -0.402
8 C 1.3408 3.1762 -0.0678  -0.253
9 N 1.8016 1.9589 -0.2466  -0.607
10 C 2.7112 1.1522 0.7293  -0.184
11 C 2.4723 -0.1952 0.1638  -0.232
12 C 3.3805 -1.2242 -0.2920  -0.026
13 C 2.9456 -2.7612 -0.4236  -0.218
14 C 1.7845 -2.8792 0.0876  -0.135
15 C 0.8321 -2.2180 0.9255  -0.266
16 C 1.3238 -0.9016 1.0142  0.452
17 F 0.5018 0.1176 1.5561  -0.373
18 C -0.6357 1.0734 -1.3079  -0.358
19 C -1.4065 0.1300 -0.9999  0.343
20 O -1.1249 -0.9940 -1.9512  -0.611
21 C -1.8061 -2.4312 -2.0615  -0.247
22 H -3.1196 -1.1181 2.4066  0.202
23 H -4.4289 -0.5901 1.2478  0.209
24 H -4.0397 -2.4113 1.4443  0.224
25 H -3.2304 1.1277 1.8968  0.260
26 H -1.7935 3.0149 1.3209  0.224
27 H 0.3928 3.6845 -1.8709  0.194
28 H -0.3962 4.4087 -0.2500  0.273
29 H 1.1470 3.1693 1.1065  0.189
30 H 2.0091 4.0937 -0.0532  0.260
31 H 2.3942 2.0675 -1.2453  0.438
32 H 1.0364 1.3165 -0.3215  0.517
33 H 2.5610 1.6274 1.6049  0.242
34 H 3.8549 1.3209 0.2008  0.223
35 H 4.1937 -0.9589 -0.6967  0.172
36 H 3.5613 -3.3795 -0.9780  0.245
37 H 1.5018 -4.0367 0.0259  0.215
38 H -0.0460 -2.5426 1.1250  0.231
39 H -0.0729 0.9720 -2.1691  0.256
40 H -2.8524 -1.9044 -2.0886  0.210
41 H -1.4469 -2.8069 -2.9363  0.203
42 H -1.8226 -2.9038 -0.9309  0.219

The LUMO energy is -3.0 eV. The calculation puts the relative energy (zero: lowest compared OMol25 entry of this formula, charge and spin) at 1253.5 kJ/mol. The value obtained for the calculated total energy is -964.777395 Ha. Its total charge is +1. Its SMILES is COc1ccc(CC[NH2+]Cc2ccccc2F)cc1OC. The HOMO-LUMO gap comes out at 8.18 eV.

---

Record 3
Density functional theory data (ωB97M-V with the def2-TZVPD basis set) for one molecule with the formula C4H6O2.

Last column: natural (NBO) charge in e.
Atoms and positions in Å:
1 O -0.6879 1.5203 1.7058  -0.502
2 C -1.0787 0.7083 0.9013  0.424
3 C -0.1728 -0.2349 0.1509  0.108
4 O -0.3419 -1.5420 0.6233  -0.681
5 C 0.0344 -0.0956 -1.3177  -0.420
6 C 1.1557 0.2211 -0.3541  -0.434
7 H -2.1659 0.5601 0.7171  0.118
8 H 0.0689 -1.5823 1.4992  0.477
9 H -0.4562 0.7151 -1.8498  0.220
10 H 0.1019 -1.0327 -1.8619  0.233
11 H 1.4260 1.2603 -0.1915  0.232
12 H 1.9794 -0.4848 -0.3021  0.226

The LUMO energy is 0.8 eV. The calculation puts the relative energy (zero: lowest compared OMol25 entry of this formula, charge and spin) at 173.1 kJ/mol. The value obtained for the calculated total energy is -306.440383 Ha. Its total charge is 0. Its SMILES is O=CC1(O)CC1. The HOMO-LUMO gap comes out at 10.71 eV.

---

Record 4
Density functional theory data (ωB97M-V with the def2-TZVPD basis set) for C14H20F18N3O18S7Zr as an isolated structure.

Last column: Löwdin charge in e.
Atoms and positions in Å:
1 Zr 0.4077 -1.8388 1.4786  2.054
2 C -0.1931 -0.9365 -4.4043  -0.658
3 F -0.5988 -2.1830 -4.1716  0.134
4 F -0.1235 -0.7390 -5.7041  0.181
5 F -1.0966 -0.0936 -3.9221  0.142
6 S 1.5116 -0.6229 -3.6248  0.696
7 O 2.4548 -0.5476 -4.6887  -0.227
8 O 1.3065 0.5463 -2.8051  -0.286
9 N 1.6974 -1.8978 -2.4416  -0.324
10 S 2.9011 -2.7684 -3.0209  0.637
11 O 2.9332 -3.1286 -4.4182  -0.241
12 O 4.1793 -2.6402 -2.3065  -0.293
13 C 2.4624 -4.3945 -2.0859  -0.648
14 F 1.2265 -4.8727 -2.3540  0.102
15 F 3.2929 -5.3264 -2.5015  0.165
16 F 2.5415 -4.2428 -0.7511  0.099
17 C -2.9670 0.8382 0.4610  -0.680
18 F -3.1108 1.7775 1.3425  0.202
19 F -3.3512 -0.3274 0.9414  0.144
20 F -3.6912 1.0726 -0.6126  0.190
21 S -1.1486 0.8133 -0.1708  0.746
22 O -1.1909 -0.1444 -1.2439  -0.269
23 O -0.8090 2.1628 -0.5153  -0.228
24 N -0.0791 0.1925 1.1180  -0.410
25 S 1.0069 1.4096 1.4601  0.680
26 O 1.8528 0.7272 2.4255  -0.307
27 O 1.7151 2.0342 0.3845  -0.194
28 C 0.1810 2.7302 2.5296  -0.669
29 F -1.0381 3.0338 2.1642  0.175
30 F 0.1727 2.4205 3.8107  0.176
31 F 0.9737 3.7806 2.4180  0.186
32 C -2.6669 -2.3897 4.8016  -0.683
33 F -3.0080 -2.0353 6.0020  0.216
34 F -2.1462 -3.5931 4.8751  0.175
35 F -3.6420 -2.3942 3.9267  0.184
36 S -1.4034 -1.0079 4.2715  0.724
37 O -2.0178 -0.2501 3.2076  -0.307
38 O -1.1630 -0.1635 5.4099  -0.223
39 N 0.0432 -1.8028 3.5698  -0.436
40 S 0.8471 -2.1525 4.9833  0.662
41 O 0.0018 -2.4996 6.0914  -0.223
42 O 1.8172 -3.1680 4.6444  -0.278
43 C 1.9877 -0.6652 5.3462  -0.639
44 F 2.4073 -0.8157 6.5971  0.186
45 F 3.0546 -0.7179 4.5509  0.152
46 F 1.3582 0.4792 5.2128  0.161
47 C -3.0434 5.4151 -3.4715  -0.233
48 C -2.3719 4.4941 -2.4565  -0.228
49 C -1.0523 4.1459 -3.1292  -0.228
50 S -0.4637 5.7162 -3.9038  0.697
51 O -0.0076 5.5852 -5.2796  -0.323
52 O 0.3856 6.2792 -2.8863  -0.331
53 C -2.0844 6.5381 -3.8954  -0.202
54 H -3.8891 5.8761 -2.9484  0.114
55 H -3.4933 4.8450 -4.2831  0.119
56 H -3.0031 3.6807 -2.1107  0.105
57 H -2.0606 5.1183 -1.6118  0.122
58 H -1.1309 3.3937 -3.9177  0.103
59 H -0.2850 3.8227 -2.4289  0.082
60 H -2.2482 6.6403 -4.9696  0.095
61 H -2.1111 7.5116 -3.4214  0.109
62 C 3.7615 -1.8786 1.5653  -0.106
63 C 3.4827 -0.8713 0.4384  -0.166
64 O 2.1192 -1.0062 0.1167  -0.201
65 O 2.5528 -2.0189 2.3848  -0.221
66 H 4.5868 -1.5691 2.2040  0.150
67 H 3.9861 -2.8507 1.1185  0.132
68 H 4.1801 -1.1905 -0.3379  0.134
69 H 3.7718 0.0736 0.8993  0.131
70 H 2.0688 -0.7428 -0.8363  0.094
71 H 2.9410 -2.4521 3.1678  0.091
72 C -2.2759 -2.8686 0.1628  -0.113
73 C -1.1561 -3.1249 -0.9086  -0.128
74 O -0.0173 -2.3316 -0.5457  -0.267
75 O -1.7429 -2.2912 1.3808  -0.199
76 H -2.6572 -3.8702 0.3600  0.145
77 H -3.0106 -2.2676 -0.3635  0.132
78 H -1.5372 -2.8386 -1.8879  0.136
79 H -0.9212 -4.1869 -0.9892  0.133
80 H 0.3691 -2.0904 -1.4478  0.064
81 H -2.5317 -2.3439 1.9510  0.111

The LUMO energy is -6.1 eV. The value obtained for the calculated total energy is -6695.586618 Ha. Its total charge is +1. The HOMO-LUMO gap comes out at 5.61 eV.

---

> Which of these has the lowest total charge?

C4H6O2